The following is a quantum chemistry calculation of a cluster of 2 separate species, C4H9N2O2 in total, from OMol25.

Positions of all 17 atoms, in Å:
C 0.18619 0.18449 0.91692
C -0.52959 -0.53528 -0.16009
C 0.38841 -1.07558 -1.22338
N 0.87995 -2.30494 -0.57844
N 0.62896 1.58391 0.68796
C -0.43291 2.52551 0.67631
O -1.47511 2.13753 1.32347
O -0.24672 3.69172 0.18677
H -0.37446 0.32686 1.84553
H 1.15652 -0.34963 1.06064
H -1.23065 -1.42968 0.14147
H -1.20977 0.15815 -0.71389
H -0.19102 -1.26571 -2.21794
H 1.22389 -0.35946 -1.38030
H -1.56354 -2.11871 0.56843
H 1.54158 -2.89948 -1.01748
H 1.24827 1.73031 -0.11600

Multiplicity: 2
⟨S²⟩: 0.755
Total charge: -2
LUMO energy (alpha / beta) (eV): 7.00 / 6.98
Total energy (eV): -11363.143
Energy relative to the best compared isomer or geometry (same formula, charge and spin) (kcal per mole): 88.3
HOMO-LUMO gap (alpha / beta) (eV): 5.7 / 5.6

Partial atomic charges computed with the natural (NBO) method, in multiples of e: C -0.26; C -0.28; C -0.23; N -1.16; N -0.69; C 0.85; O -0.84; O -0.84; H 0.22; H 0.20; H 0.06; H 0.18; H 0.10; H 0.14; H -0.06; H 0.27; H 0.35